Computed, not measured: one molecule with the formula C4H9NO at a distorted geometry, with ωB97M-V with the def2-TZVPD basis set.

```
15
Properties=species:S:1:pos:R:3:forces:R:3:nbo_charge:R:1
C 1.111 0.008 -1.424 0.08 -0.15 -0.07 -0.794
C 0.604 -1.340 -0.971 1.01 -0.30 0.44 0.185
N 0.096 -1.278 0.280 -0.14 -0.37 -0.68 -0.658
C -1.040 -0.337 0.302 -0.37 0.23 -0.10 -0.266
C -0.726 1.050 0.885 -0.31 0.11 -0.13 -0.078
O 0.450 1.086 1.655 0.08 -0.19 0.15 -0.716
H 1.265 0.775 -0.651 -0.20 -0.16 -0.15 0.207
H 2.089 -0.328 -1.778 0.17 0.36 -0.15 0.262
H 0.629 0.452 -2.304 -0.08 -0.32 0.09 0.245
H -1.340 -0.266 -0.750 -0.40 0.44 0.32 0.195
H -0.141 -2.187 0.663 -0.07 0.15 -0.11 0.386
H -1.869 -0.841 0.797 0.11 0.11 0.25 0.214
H -1.564 1.359 1.516 0.05 0.05 -0.04 0.179
H -0.652 1.769 0.058 0.04 -0.04 0.16 0.163
H 0.897 0.236 1.530 0.01 0.08 0.02 0.478
```
Forces are in eV/Å.

Properties
- Maximum force: 0.0222 hartree/bohr
- DFT total energy: -287.676458 hartree
- Spin multiplicity: 1
- HOMO level: -8.152 eV
- Energy relative to the best compared isomer or geometry (same formula, charge and spin): 97.89 kcal per mole

Computed, not measured: one molecule with the formula C4H9NO, with ωB97M-V with the def2-TZVPD basis set.

```
15
Properties=species:S:1:pos:R:3:forces:R:3:nbo_charge:R:1
C -1.104 -0.029 1.048 -0.03 0.01 0.04 -0.619
C -0.170 -0.292 -0.126 -0.16 -0.14 0.02 -0.048
C -0.879 -0.177 -1.468 -0.03 -0.01 -0.03 -0.614
N 1.006 0.586 -0.115 0.15 -0.19 -0.01 -0.624
C 1.989 0.329 0.796 0.08 -0.05 0.19 0.535
O 1.816 -0.157 1.896 0.10 0.00 -0.45 -0.601
H -1.899 -0.784 1.043 0.06 0.14 0.03 0.206
H -1.560 0.964 0.983 0.07 -0.10 -0.04 0.203
H -0.548 -0.107 1.984 -0.16 0.03 -0.12 0.247
H 0.217 -1.315 -0.015 -0.15 0.04 -0.03 0.185
H -0.198 -0.371 -2.306 -0.09 0.02 0.13 0.205
H -1.322 0.817 -1.601 0.08 -0.11 0.05 0.210
H -1.684 -0.916 -1.517 0.09 0.12 -0.02 0.222
H 1.339 0.886 -1.022 -0.03 -0.08 0.12 0.387
H 2.997 0.568 0.419 0.05 0.32 0.13 0.105
```
Forces are in eV/Å.

Properties
- Maximum force: 0.0090 hartree/bohr
- DFT total energy: -287.813734 hartree
- Spin multiplicity: 1
- HOMO level: -9.792 eV
- SMILES: CC(C)NC=O
- Energy relative to the best compared isomer or geometry (same formula, charge and spin): 11.75 kcal per mole

Computed, not measured: a 2-piece molecular cluster, C4H9NO overall at a distorted geometry, with ωB97M-V with the def2-TZVPD basis set.

```
15
Properties=species:S:1:pos:R:3:forces:R:3:nbo_charge:R:1
C 1.191 -0.856 -0.885 0.18 -0.22 0.05 -0.257
O 0.117 0.025 -1.100 -0.03 -0.01 -0.04 -0.553
C -0.765 0.252 1.765 0.58 0.69 0.37 0.308
N -0.043 1.080 2.129 -0.70 -0.84 -0.35 -0.358
C 0.547 1.367 -1.128 0.05 0.30 -0.03 -0.257
C -1.688 -0.796 1.334 -0.05 -0.04 0.00 -0.720
H 1.952 -0.767 -1.677 -0.13 0.01 0.12 0.170
H 0.794 -1.876 -0.899 0.07 0.15 -0.01 0.185
H 1.674 -0.671 0.087 -0.06 0.00 -0.13 0.175
H 1.271 1.534 -1.941 -0.11 -0.05 0.10 0.163
H -0.333 1.990 -1.303 0.13 -0.09 0.02 0.192
H 1.004 1.663 -0.173 -0.06 -0.07 -0.15 0.188
H -2.552 -0.348 0.837 0.14 -0.02 0.02 0.256
H -1.186 -1.461 0.628 -0.09 0.11 0.12 0.260
H -2.039 -1.363 2.199 0.09 0.07 -0.10 0.248
```
Forces are in eV/Å.

Properties
- Maximum force: 0.0223 hartree/bohr
- DFT total energy: -287.765323 hartree
- Spin multiplicity: 1
- HOMO level: -9.971 eV
- SMILES: CC#N.COC
- Energy relative to the best compared isomer or geometry (same formula, charge and spin): 42.12 kcal per mole

Computed, not measured: C4H9NO as an isolated structure at a distorted geometry, with ωB97M-V with the def2-TZVPD basis set.

```
15
Properties=species:S:1:pos:R:3:forces:R:3:nbo_charge:R:1
C -0.944 1.288 0.212 -0.43 -3.16 -2.38 -0.010
C -0.028 0.384 1.094 0.99 -0.36 -0.10 -0.523
C 0.089 -1.832 -0.320 -0.57 0.30 -0.31 -0.686
C 0.520 -0.431 -0.046 0.77 0.68 0.94 0.454
O -0.348 2.082 -0.678 1.47 0.06 -0.98 -0.760
N 1.358 0.171 -0.860 -0.36 0.87 -1.18 -0.800
H 0.581 1.105 -1.505 -1.05 0.19 2.18 0.471
H 1.775 1.016 -0.450 -0.24 -0.44 0.43 0.383
H -1.769 1.714 0.793 0.15 -0.02 -0.19 0.215
H -1.315 0.327 -0.450 -0.99 1.72 1.04 0.099
H 0.745 0.981 1.579 0.03 -0.11 0.20 0.219
H -0.595 -0.240 1.783 -0.06 0.25 0.14 0.219
H 0.185 -2.071 -1.378 0.23 0.00 0.04 0.241
H -0.955 -1.976 -0.046 0.00 -0.06 0.18 0.231
H 0.699 -2.518 0.271 0.06 0.05 -0.01 0.247
```
Forces are in eV/Å.

Properties
- Maximum force: 0.0774 hartree/bohr
- DFT total energy: -287.670791 hartree
- Spin multiplicity: 1
- HOMO level: -8.705 eV
- Energy relative to the best compared isomer or geometry (same formula, charge and spin): 101.44 kcal per mole

Computed, not measured: one molecule with the formula C4H9NO, with ωB97M-V with the def2-TZVPD basis set.

```
15
Properties=species:S:1:pos:R:3:forces:R:3:nbo_charge:R:1
C 2.410 1.012 0.559 0.07 0.18 0.05 -0.679
C 1.176 0.417 -0.036 -0.10 0.04 0.27 0.148
N 0.204 0.005 0.674 0.54 -0.11 -0.25 -0.439
C -0.442 -1.128 0.036 0.18 -0.36 -0.21 0.085
O -1.826 -1.210 0.024 -0.09 -0.02 0.24 -0.534
C -2.549 -0.081 -0.410 -0.13 0.23 -0.10 -0.253
H 2.224 1.930 1.116 0.01 0.00 -0.03 0.239
H 2.792 0.262 1.262 0.03 0.25 -0.05 0.236
H 3.169 1.174 -0.210 -0.12 0.15 0.14 0.215
H 0.025 -1.256 -0.965 -0.59 -0.06 -0.10 0.120
H 1.203 0.226 -1.123 0.11 -0.29 0.21 0.140
H -0.117 -1.982 0.641 -0.09 -0.02 -0.15 0.187
H -3.367 -0.430 -1.051 0.15 0.09 0.10 0.184
H -1.928 0.625 -0.975 -0.06 -0.11 0.06 0.170
H -2.975 0.437 0.458 0.09 0.02 -0.18 0.181
```
Forces are in eV/Å.

Properties
- Maximum force: 0.0118 hartree/bohr
- DFT total energy: -287.741314 hartree
- Spin multiplicity: 1
- HOMO level: -9.352 eV
- SMILES: C/C=N/COC
- Energy relative to the best compared isomer or geometry (same formula, charge and spin): 57.19 kcal per mole

Computed, not measured: a 2-piece molecular cluster, C4H9NO overall at a distorted geometry, with ωB97M-V with the def2-TZVPD basis set.

```
15
Properties=species:S:1:pos:R:3:forces:R:3:nbo_charge:R:1
C -1.943 0.232 -0.454 -0.15 -0.05 -0.12 -0.709
C -0.925 0.610 0.583 -1.20 0.59 0.76 0.401
O -0.928 0.084 1.688 -0.57 0.50 -0.41 -0.593
C 0.846 -0.500 -0.242 1.67 -0.59 -0.50 -0.104
C 1.693 0.278 -0.925 0.05 0.01 -0.54 -0.319
N 1.362 -0.622 1.071 -0.15 -0.25 0.74 -0.853
H -2.823 0.815 -0.162 -0.12 -0.07 -0.20 0.239
H -1.663 0.500 -1.475 0.04 0.02 0.18 0.222
H -2.198 -0.829 -0.390 0.03 0.17 0.03 0.228
H -0.400 1.565 0.407 0.05 -0.12 0.12 0.134
H 0.672 -0.527 1.808 0.12 -0.66 0.14 0.395
H 0.196 -1.258 -0.698 0.29 0.16 0.21 0.191
H 2.144 1.099 -0.371 0.43 -0.51 -0.12 0.204
H 2.067 0.029 -1.903 -0.63 0.63 -0.82 0.193
H 1.900 -1.477 1.062 0.13 0.18 0.55 0.369
```
Forces are in eV/Å.

Properties
- Maximum force: 0.0358 hartree/bohr
- DFT total energy: -287.696470 hartree
- Spin multiplicity: 1
- HOMO level: -9.282 eV
- SMILES: C=CN.CC=O
- Energy relative to the best compared isomer or geometry (same formula, charge and spin): 85.33 kcal per mole

Computed, not measured: one molecule with the formula C4H9NO, with ωB97M-V with the def2-TZVPD basis set.

```
15
Properties=species:S:1:pos:R:3:forces:R:3:nbo_charge:R:1
C 1.900 0.431 0.010 0.05 0.01 0.01 -0.616
C 0.623 0.020 -0.728 0.09 -0.04 -0.09 -0.213
N -0.563 -0.073 0.123 -0.01 0.20 0.14 -0.438
C -1.525 -1.108 -0.192 -0.11 -0.09 0.01 -0.399
C -0.881 0.923 0.992 0.03 -0.02 -0.02 0.533
O -0.230 1.931 1.186 -0.17 -0.21 -0.11 -0.615
H 2.770 -0.046 -0.449 -0.12 0.07 -0.01 0.205
H 1.856 0.121 1.056 0.03 -0.03 -0.10 0.218
H 2.042 1.511 -0.004 -0.04 -0.13 0.05 0.231
H 0.756 -0.978 -1.161 -0.03 0.14 0.07 0.195
H 0.426 0.704 -1.565 0.02 -0.07 0.11 0.195
H -1.072 -2.102 -0.101 -0.05 0.14 -0.01 0.198
H -1.915 -0.996 -1.213 0.07 -0.01 0.14 0.192
H -2.369 -1.049 0.501 0.13 -0.01 -0.10 0.211
H -1.818 0.709 1.544 0.11 0.05 -0.08 0.104
```
Forces are in eV/Å.

Properties
- Maximum force: 0.0056 hartree/bohr
- DFT total energy: -287.802993 hartree
- Spin multiplicity: 1
- HOMO level: -9.351 eV
- SMILES: CCN(C)C=O
- Energy relative to the best compared isomer or geometry (same formula, charge and spin): 18.49 kcal per mole

Computed, not measured: one molecule with the formula C4H9NO at a distorted geometry, with ωB97M-V with the def2-TZVPD basis set.

```
15
Properties=species:S:1:pos:R:3:forces:R:3:nbo_charge:R:1
C -1.179 -1.313 0.368 11.18 1.14 1.88 -0.066
C -0.577 -0.324 -0.716 1.61 0.34 0.07 -0.228
C 1.142 1.478 -0.509 2.72 3.06 -2.05 -0.238
C 0.784 1.125 0.883 -2.74 0.40 2.68 -0.266
H -0.173 -2.805 -0.416 0.05 -0.28 -0.57 0.463
H -1.955 -1.298 -0.107 -9.92 -2.28 -4.01 0.152
H -1.197 -0.805 1.316 -0.13 -0.05 0.32 0.185
H -1.291 0.601 -0.707 0.44 -1.68 -1.30 0.179
H -0.039 -0.931 -1.715 -3.01 1.69 2.15 0.223
H 2.296 1.667 -1.022 -2.87 -1.02 2.05 0.179
H 0.593 2.306 -0.980 -0.70 -0.70 0.03 0.186
H 1.435 1.129 1.758 1.04 -1.23 -0.91 0.212
H -0.237 1.411 1.643 1.95 -0.11 -3.39 0.162
N 0.656 0.198 -0.253 2.26 -0.06 2.20 -0.438
O -0.257 -2.440 0.458 -1.88 0.76 0.84 -0.705
```
Forces are in eV/Å.

Properties
- Maximum force: 0.2216 hartree/bohr
- DFT total energy: -287.583837 hartree
- Spin multiplicity: 1
- HOMO level: -8.757 eV
- SMILES: OCCN1CC1
- Energy relative to the best compared isomer or geometry (same formula, charge and spin): 156.01 kcal per mole

Computed, not measured: one molecule with the formula C4H9NO at a distorted geometry, with ωB97M-V with the def2-TZVPD basis set.

```
15
Properties=species:S:1:pos:R:3:forces:R:3:nbo_charge:R:1
C 0.543 1.186 0.641 -0.81 -0.82 1.07 -0.419
N 0.514 -0.003 -0.184 -0.05 -0.69 -1.11 -0.418
C 1.308 -1.071 0.388 0.12 0.20 1.03 -0.411
C -0.814 -0.520 -0.487 -0.52 -0.08 0.41 -0.335
C -1.681 0.483 -1.193 0.68 1.10 0.34 0.444
O -2.046 0.357 -2.324 -0.42 -0.38 -0.41 -0.498
H 0.041 1.062 1.628 0.12 -0.49 -0.03 0.155
H -0.052 2.003 0.239 0.83 0.28 -0.55 0.206
H 1.589 1.338 0.882 0.01 0.88 -0.29 0.211
H 2.261 -0.648 0.711 0.20 -0.27 -0.37 0.200
H 0.869 -1.471 1.316 -0.30 0.14 0.22 0.158
H 1.428 -1.963 -0.222 0.13 0.38 -0.58 0.210
H -0.865 -1.353 -1.192 0.82 -0.23 0.26 0.225
H -1.243 -0.849 0.479 -0.50 0.04 -0.18 0.175
H -1.852 1.449 -0.682 -0.30 -0.06 0.19 0.097
```
Forces are in eV/Å.

Properties
- Maximum force: 0.0305 hartree/bohr
- DFT total energy: -287.751998 hartree
- Spin multiplicity: 1
- HOMO level: -8.881 eV
- SMILES: CN(C)CC=O
- Energy relative to the best compared isomer or geometry (same formula, charge and spin): 50.49 kcal per mole